# 1
Molecular formula: C19H18F3N3O5
Method: DFT, wB97M-V/def2-TZVPD

Positions of all 48 atoms, in Å:
1 C -4.591 -0.675 1.137
2 H -4.686 -1.748 1.210
3 O -3.131 -0.266 1.258
4 C -2.278 -0.976 0.476
5 C -2.604 -1.998 -0.685
6 C -1.686 -2.434 -1.282
7 C -0.407 -2.123 -0.947
8 C -0.014 -1.111 -0.199
9 C -1.041 -0.586 0.661
10 O -0.509 0.201 1.714
11 C -1.365 0.673 2.913
12 H -0.721 1.056 3.483
13 H -2.135 0.947 2.591
14 H -1.638 -0.375 3.368
15 C 1.444 -0.791 0.051
16 N 2.186 -2.010 0.194
17 C 3.554 -2.271 -0.368
18 O 4.041 -3.230 -0.417
19 N 4.201 -0.835 -0.932
20 H 5.035 -0.939 -1.029
21 C 3.496 0.348 -0.718
22 O 4.038 1.326 -1.350
23 H 3.741 2.225 -1.346
24 C 1.947 0.301 -0.658
25 C 1.350 1.794 -1.076
26 O 2.091 2.666 -0.799
27 C -0.105 1.482 -0.971
28 C -0.816 2.645 -0.145
29 C -2.308 2.496 -0.145
30 C -2.776 1.733 -1.188
31 N -2.102 1.150 -2.162
32 C -0.837 0.964 -2.104
33 H -0.252 0.445 -2.702
34 H -3.905 1.632 -1.427
35 H -2.867 3.075 0.400
36 H -0.301 3.243 0.694
37 H 1.897 -0.156 -2.011
38 C 3.897 0.808 1.117
39 F 5.048 1.479 0.897
40 F 3.905 -0.140 1.764
41 F 3.076 1.516 1.591
42 H 1.716 -2.754 0.676
43 H 1.425 -0.401 1.224
44 H 0.420 -2.536 -1.709
45 H -1.996 -2.959 -2.206
46 H -3.496 -2.154 -0.746
47 H -5.122 -0.201 1.822
48 H -4.820 -0.539 0.080

Output
energy relative to the best compared isomer or geometry (same formula, charge and spin) = 1831.4 kJ/mol
net charge = 0
HOMO-LUMO gap = 6.8673 eV
highest occupied orbital energy = -7.5 eV
2S+1 = 1


# 2
Molecular formula: C2H7OP
Method: DFT, wB97M-V/def2-TZVPD

Positions of all 11 atoms, in Å:
1 C -0.539 1.301 0.878
2 C 1.276 -0.446 -0.199
3 O -1.590 0.976 0.098
4 P 0.464 -1.764 -1.023
5 H -0.101 2.250 0.641
6 H -0.487 0.900 1.877
7 H 1.732 -0.680 0.756
8 H 1.875 0.219 -0.806
9 H -1.828 0.043 0.206
10 H -0.038 -1.038 -2.097
11 H -0.764 -1.760 -0.331

Output
energy relative to the best compared isomer or geometry (same formula, charge and spin) = 398.5 kJ/mol
net charge = 0
HOMO-LUMO gap (alpha / beta) = 7.6871 / 8.5823 eV
highest occupied orbital energy (alpha / beta) = -7.5 / -7.7 eV
2S+1 = 1


# 3
Molecular formula: C5H6O
Method: DFT, wB97M-V/def2-TZVPD

Positions of all 12 atoms, in Å:
1 C -1.727 0.666 0.093
2 C -1.180 -0.752 0.092
3 O 0.144 -0.680 -0.480
4 C 1.101 -0.654 0.407
5 C 2.339 -0.234 -0.183
6 C 3.404 0.330 -0.314
7 H -0.971 1.336 0.523
8 H -2.640 0.722 0.691
9 H -1.963 1.004 -0.920
10 H -1.757 -1.441 -0.536
11 H -1.071 -1.151 1.106
12 H 4.321 0.855 -0.478

Output
energy relative to the best compared isomer or geometry (same formula, charge and spin) = 415.1 kJ/mol
net charge = 0
HOMO-LUMO gap = 8.6423 eV
highest occupied orbital energy = -8.6 eV
2S+1 = 1


# 4
Molecular formula: C4H5NO2
Method: DFT, wB97M-V/def2-TZVPD

Positions of all 12 atoms, in Å:
1 C -1.496 -0.371 -0.658
2 C -0.043 -0.366 -0.247
3 C 0.493 0.886 0.384
4 O 1.920 1.211 0.042
5 C 1.643 0.843 1.281
6 O 2.189 0.669 2.319
7 N 0.770 -1.329 -0.384
8 H -1.593 -0.663 -1.708
9 H -2.052 -1.094 -0.055
10 H -1.974 0.603 -0.534
11 H -0.149 1.765 0.368
12 H 0.324 -2.130 -0.837

Output
energy relative to the best compared isomer or geometry (same formula, charge and spin) = 191.7 kJ/mol
SMILES = [H]/N=C(\C)[C@@H]1OC1=O
net charge = 0
HOMO-LUMO gap = 10.8419 eV
highest occupied orbital energy = -10.3 eV
2S+1 = 1


# 5
Molecular formula: C22H16AlN5S
Method: DFT, wB97M-V/def2-TZVPD

Positions of all 45 atoms, in Å:
1 Al 0.688 -0.533 -0.548
2 C 1.182 3.012 3.745
3 C 1.760 3.710 2.689
4 C 1.818 3.152 1.424
5 C 1.285 1.881 1.234
6 C 0.705 1.176 2.282
7 C 0.653 1.745 3.544
8 N 1.313 1.240 -0.040
9 N 1.813 1.852 -1.012
10 C 1.817 1.150 -2.245
11 C 2.358 1.819 -3.331
12 C 2.379 1.166 -4.558
13 C 1.867 -0.117 -4.667
14 C 1.324 -0.774 -3.557
15 C 1.289 -0.155 -2.319
16 H 1.144 3.462 4.728
17 H 2.169 4.697 2.854
18 H 2.265 3.687 0.600
19 H 0.280 0.190 2.122
20 H 0.201 1.207 4.364
21 H 2.748 2.821 -3.210
22 H 2.794 1.659 -5.426
23 H 1.885 -0.619 -5.625
24 H 0.933 -1.775 -3.690
25 N -2.211 -2.549 1.191
26 C -3.129 -1.682 0.590
27 C -4.517 -1.638 0.632
28 C -5.109 -0.628 -0.097
29 C -4.351 0.298 -0.837
30 C -2.974 0.249 -0.874
31 C -2.371 -0.767 -0.139
32 N -1.022 -1.094 0.038
33 C -0.989 -2.164 0.833
34 C 0.322 -2.714 1.159
35 C 0.740 -3.765 1.904
36 S 2.446 -3.878 1.848
37 C 2.525 -2.525 0.849
38 N 1.352 -2.005 0.558
39 H -2.439 -3.333 1.783
40 H -5.102 -2.349 1.197
41 H -6.187 -0.545 -0.103
42 H -4.868 1.069 -1.391
43 H -2.400 0.964 -1.448
44 H 0.154 -4.472 2.468
45 H 3.460 -2.127 0.481

Output
energy relative to the best compared isomer or geometry (same formula, charge and spin) = 0.0 kJ/mol
net charge = +2
HOMO-LUMO gap = 7.1861 eV
highest occupied orbital energy = -14.4 eV
2S+1 = 1


# 6
Molecular formula: C7H13NO
Method: DFT, wB97M-V/def2-TZVPD

Positions of all 22 atoms, in Å:
1 C -1.384 -0.467 -0.565
2 C 2.190 -0.324 1.183
3 C 1.428 1.980 -0.833
4 C -2.852 -0.069 -0.518
5 C -0.971 -1.258 0.826
6 C 1.467 -0.479 -0.137
7 C 0.650 0.727 -0.580
8 N -0.595 0.696 -0.765
9 O 1.752 -1.330 -0.960
10 H -1.192 -1.175 -1.380
11 H 3.084 0.270 1.011
12 H 2.504 -1.297 1.551
13 H 1.577 0.191 1.916
14 H 0.759 2.751 -1.204
15 H 1.903 2.327 0.086
16 H 2.209 1.779 -1.566
17 H -3.031 0.589 0.329
18 H -3.118 0.460 -1.431
19 H -3.481 -0.950 -0.426
20 H -1.080 -0.553 1.648
21 H -1.750 -2.012 0.916
22 H -0.069 -1.856 0.900

Output
energy relative to the best compared isomer or geometry (same formula, charge and spin) = 121.0 kJ/mol
SMILES = CC(=O)/C(C)=N\C(C)C
net charge = 0
HOMO-LUMO gap = 9.8187 eV
highest occupied orbital energy = -8.9 eV
2S+1 = 1


# 7
Molecular formula: C38H59F17O23
Method: DFT, wB97M-V/def2-TZVPD

Positions of all 137 atoms, in Å:
1 O 2.503 -0.145 4.595
2 C 1.816 -0.977 5.012
3 O 1.776 -2.214 4.402
4 C 0.471 -2.399 3.820
5 C 0.576 -3.587 2.817
6 F 1.826 -3.931 2.558
7 F 0.005 -4.639 3.459
8 C -0.299 -3.321 1.552
9 F -1.361 -2.592 1.907
10 F -0.813 -4.508 1.184
11 C 0.426 -2.783 0.280
12 F -0.520 -2.700 -0.670
13 F 1.248 -3.744 -0.138
14 C 1.127 -1.414 0.437
15 F 2.005 -1.413 1.441
16 F 0.161 -0.560 0.828
17 C 1.904 -0.905 -0.804
18 F 1.235 -1.060 -1.939
19 F 2.956 -1.746 -0.923
20 C 2.529 0.514 -0.714
21 F 3.210 0.681 -1.856
22 F 3.439 0.626 0.244
23 C 1.574 1.745 -0.598
24 F 2.342 2.808 -0.909
25 F 1.186 1.988 0.639
26 C 0.396 1.825 -1.614
27 F 0.772 1.642 -2.855
28 F -0.614 1.015 -1.342
29 F -0.084 3.062 -1.530
30 H 1.201 -0.835 5.922
31 H 0.223 -1.454 3.314
32 H -0.274 -2.625 4.597
33 C -3.663 -1.723 -0.179
34 C -4.355 -0.658 -1.006
35 O -5.770 -0.888 -1.016
36 C -6.388 -0.490 0.096
37 O -5.853 0.046 1.036
38 O -7.680 -0.814 0.003
39 C -8.443 -0.521 1.175
40 H -3.941 -2.718 -0.533
41 H -2.582 -1.616 -0.237
42 H -3.959 -1.661 0.869
43 H -4.018 -0.711 -2.041
44 H -4.127 0.346 -0.644
45 H -8.314 0.517 1.479
46 H -8.157 -1.194 1.983
47 H -9.489 -0.688 0.930
48 C -4.886 -7.049 4.896
49 C -4.856 -6.578 3.456
50 O -5.498 -5.303 3.312
51 C -4.771 -4.246 3.677
52 O -3.639 -4.269 4.097
53 O -5.522 -3.154 3.513
54 C -4.902 -1.945 3.957
55 H -5.908 -7.042 5.279
56 H -4.484 -8.059 4.977
57 H -4.299 -6.392 5.536
58 H -5.416 -7.273 2.832
59 H -3.838 -6.540 3.066
60 H -3.914 -1.822 3.516
61 H -4.839 -1.939 5.046
62 H -5.530 -1.116 3.638
63 C -3.404 -0.091 9.976
64 C -2.526 -1.215 10.488
65 O -2.854 -2.461 9.859
66 C -2.365 -2.630 8.628
67 O -1.678 -1.845 8.021
68 O -2.786 -3.811 8.173
69 C -2.398 -4.088 6.823
70 H -4.459 -0.354 10.078
71 H -3.213 0.829 10.529
72 H -3.221 0.099 8.918
73 H -2.698 -1.358 11.554
74 H -1.467 -0.987 10.358
75 H -1.324 -3.967 6.691
76 H -2.941 -3.440 6.141
77 H -2.662 -5.119 6.609
78 C -0.389 2.274 -5.687
79 C -0.822 3.015 -6.937
80 O 0.306 3.495 -7.689
81 C 0.926 2.586 -8.445
82 O 0.624 1.425 -8.557
83 O 1.961 3.186 -9.043
84 C 2.777 2.314 -9.827
85 H 0.283 2.892 -5.092
86 H -1.255 2.006 -5.080
87 H 0.152 1.360 -5.936
88 H -1.395 3.899 -6.656
89 H -1.465 2.398 -7.566
90 H 2.178 1.752 -10.543
91 H 3.330 1.637 -9.177
92 H 3.484 2.935 -10.371
93 C 2.216 5.607 -6.873
94 C 2.506 4.649 -5.737
95 O 3.915 4.556 -5.477
96 C 4.436 5.560 -4.769
97 O 3.838 6.509 -4.330
98 O 5.751 5.340 -4.646
99 C 6.455 6.384 -3.973
100 H 2.794 5.336 -7.757
101 H 1.160 5.600 -7.128
102 H 2.498 6.627 -6.605
103 H 2.182 3.648 -6.012
104 H 1.967 4.927 -4.829
105 H 5.998 6.612 -3.012
106 H 6.490 7.275 -4.599
107 H 7.471 6.032 -3.804
108 C 1.310 -2.429 -8.735
109 C 2.254 -1.579 -7.911
110 O 1.810 -1.476 -6.551
111 C 2.078 -2.531 -5.781
112 O 2.657 -3.532 -6.117
113 O 1.568 -2.295 -4.566
114 C 1.712 -3.382 -3.655
115 H 0.288 -2.057 -8.648
116 H 1.603 -2.420 -9.785
117 H 1.308 -3.463 -8.387
118 H 2.266 -0.566 -8.304
119 H 3.277 -1.958 -7.953
120 H 2.747 -3.715 -3.593
121 H 1.065 -4.207 -3.954
122 H 1.401 -3.035 -2.681
123 C 4.667 2.109 4.703
124 C 4.960 2.859 3.420
125 O 4.162 4.048 3.317
126 C 4.588 5.091 4.030
127 O 5.570 5.126 4.728
128 O 3.722 6.096 3.851
129 C 4.013 7.261 4.623
130 H 3.602 1.913 4.796
131 H 5.205 1.161 4.725
132 H 4.964 2.693 5.576
133 H 4.693 2.238 2.565
134 H 6.019 3.101 3.328
135 H 5.040 7.589 4.471
136 H 3.829 7.064 5.679
137 H 3.340 8.047 4.289

Output
SMILES = O=COCC(F)(F)C(F)(F)C(F)(F)C(F)(F)C(F)(F)C(F)(F)C(F)(F)C(F)(F)F.CCOC(=O)OC.CCOC(=O)OC.CCOC(=O)OC.CCOC(=O)OC.CCOC(=O)OC.CCOC(=O)OC.CCOC(=O)OC
net charge = 0
HOMO-LUMO gap = 11.1393 eV
highest occupied orbital energy = -10.7 eV
2S+1 = 1


# 8
Molecular formula: C16H20N4O12
Method: DFT, wB97M-V/def2-TZVPD

Positions of all 52 atoms, in Å:
1 C -0.986 1.754 -3.932
2 N -2.054 2.911 -4.043
3 O -2.546 3.258 -3.023
4 O -2.345 3.203 -5.163
5 H -0.584 1.741 -2.917
6 H -0.214 1.974 -4.672
7 H -1.454 0.793 -4.129
8 C 2.565 4.833 -1.695
9 N 1.505 3.991 -2.359
10 O 1.814 3.343 -3.336
11 O 0.411 3.902 -1.844
12 H 2.551 5.923 -1.963
13 H 3.540 4.392 -1.917
14 H 2.423 4.788 -0.604
15 C -4.390 -3.925 -0.532
16 N -4.713 -4.363 -1.994
17 O -5.588 -5.200 -2.125
18 O -4.092 -3.829 -2.872
19 H -3.376 -3.532 -0.622
20 H -4.519 -4.803 0.111
21 H -5.156 -3.179 -0.253
22 C 1.434 -4.194 0.483
23 N 0.070 -3.633 0.699
24 O -0.679 -3.587 -0.212
25 O -0.180 -3.293 1.844
26 H 1.935 -4.327 1.449
27 H 1.924 -3.486 -0.184
28 H 1.341 -5.156 -0.030
29 C 2.890 -1.514 2.855
30 C 3.825 -1.309 3.781
31 C 4.411 0.019 3.872
32 O 5.298 0.161 4.713
33 C 3.787 1.124 3.107
34 C 2.905 0.874 2.148
35 C 2.527 -0.493 1.903
36 O 2.016 -0.821 0.816
37 H 2.467 -2.484 2.721
38 H 4.219 -2.042 4.473
39 H 4.133 2.106 3.433
40 H 2.396 1.589 1.528
41 C -0.766 0.764 1.965
42 C -1.793 -0.065 1.837
43 C -2.741 0.183 0.699
44 O -3.676 -0.585 0.542
45 C -2.488 1.316 -0.232
46 C -1.466 2.138 -0.053
47 C -0.589 1.955 1.093
48 O 0.362 2.707 1.251
49 H -0.048 0.669 2.765
50 H -1.989 -0.887 2.519
51 H -3.087 1.358 -1.145
52 H -1.231 2.940 -0.759

Output
SMILES = O=C1C=CC(=O)C=C1.O=C1C=CC(=O)C=C1.C[N+](=O)[O-].C[N+](=O)[O-].C[N+](=O)[O-].C[N+](=O)[O-]
net charge = 0
HOMO-LUMO gap = 8.3134 eV
highest occupied orbital energy = -10.3 eV
2S+1 = 1


# 9
Molecular formula: C4H7F2N
Method: DFT, wB97M-V/def2-TZVPD

Positions of all 14 atoms, in Å:
1 C -1.362 0.409 -0.220
2 C 0.062 -0.032 -0.046
3 C 0.041 -0.736 1.199
4 C 1.113 -0.181 -1.088
5 H -1.855 1.154 0.400
6 H -1.546 0.868 -1.344
7 H -0.398 0.345 1.786
8 H -0.695 -1.615 1.071
9 H 2.156 -0.762 -1.219
10 H 0.728 0.381 -2.152
11 H 1.775 0.956 0.414
12 N 1.047 0.993 -0.138
13 F -2.305 -0.664 -0.068
14 F 1.239 -1.116 1.406

Output
energy relative to the best compared isomer or geometry (same formula, charge and spin) = 393.1 kJ/mol
SMILES = FCC1(CF)CN1
net charge = 0
HOMO-LUMO gap = 10.7030 eV
highest occupied orbital energy = -9.7 eV
2S+1 = 1


# 10
Molecular formula: C27H26GeN6O4PdS
Method: DFT, wB97M-V/def2-TZVPD

Positions of all 66 atoms, in Å:
1 Pd -0.531 -0.818 -1.082
2 C 0.160 -3.080 3.752
3 C -1.043 -2.649 3.002
4 N -2.239 -2.526 3.470
5 N -2.979 -2.064 2.408
6 C -2.274 -1.881 1.296
7 S -2.790 -1.303 -0.210
8 N -1.030 -2.262 1.668
9 N 0.024 -2.289 0.764
10 H -0.142 -3.349 4.761
11 H 0.887 -2.267 3.811
12 H 0.629 -3.947 3.284
13 H -3.966 -1.893 2.516
14 H 0.899 -2.235 1.273
15 H -0.028 -3.146 0.209
16 C 3.062 0.617 -2.080
17 C 2.581 -0.753 -2.405
18 N 1.378 -1.247 -2.166
19 C 1.357 -2.545 -2.667
20 C 2.576 -2.821 -3.202
21 N 3.322 -1.685 -3.027
22 C 3.239 -4.007 -3.820
23 O 2.514 -5.087 -3.964
24 O 4.402 -3.908 -4.130
25 C 0.114 -3.374 -2.607
26 O 0.147 -4.534 -3.026
27 O -0.892 -2.784 -2.088
28 H 2.323 1.139 -1.477
29 H 3.222 1.189 -2.996
30 H 4.009 0.581 -1.539
31 H 4.282 -1.618 -3.337
32 H 1.566 -4.946 -3.641
33 C -5.062 2.936 1.403
34 C -4.383 3.441 0.304
35 C -3.138 2.930 -0.042
36 C -2.558 1.926 0.730
37 C -3.249 1.420 1.837
38 C -4.495 1.926 2.174
39 Ge -0.875 1.171 0.226
40 C -0.105 2.094 -1.290
41 C -0.508 1.771 -2.593
42 C -0.027 2.494 -3.677
43 C 0.866 3.534 -3.466
44 C 1.297 3.842 -2.178
45 C 0.824 3.119 -1.092
46 C 0.351 1.076 1.722
47 C 0.079 1.738 2.920
48 C 0.950 1.627 3.998
49 C 2.098 0.855 3.892
50 C 2.389 0.196 2.701
51 C 1.516 0.302 1.626
52 H -6.039 3.326 1.660
53 H -4.824 4.232 -0.289
54 H -2.613 3.327 -0.904
55 H -2.803 0.642 2.449
56 H -5.028 1.535 3.033
57 H -1.231 0.985 -2.772
58 H -0.361 2.257 -4.679
59 H 1.234 4.106 -4.308
60 H 2.005 4.645 -2.020
61 H 1.169 3.359 -0.092
62 H -0.809 2.356 3.006
63 H 0.730 2.143 4.924
64 H 2.772 0.771 4.736
65 H 3.295 -0.392 2.617
66 H 1.754 -0.195 0.693

Output
energy relative to the best compared isomer or geometry (same formula, charge and spin) = 210.4 kJ/mol
net charge = +1
HOMO-LUMO gap (alpha / beta) = 7.4950 / 6.9179 eV
highest occupied orbital energy (alpha / beta) = -11.7 / -11.9 eV
2S+1 = 2


# 11
Molecular formula: C6H7FN2
Method: DFT, wB97M-V/def2-TZVPD

Positions of all 16 atoms, in Å:
1 C -2.538 -0.650 -0.473
2 C -1.367 -1.322 -0.170
3 C -1.055 0.851 0.035
4 C 1.994 1.145 -0.676
5 C 1.687 0.724 0.535
6 C 0.882 -0.525 0.744
7 N -2.302 0.725 -0.346
8 N -0.433 -0.370 0.177
9 F 1.368 -1.608 0.126
10 H -3.583 -1.057 -0.858
11 H -1.151 -2.296 -0.143
12 H -0.498 1.698 0.206
13 H 2.597 1.972 -0.938
14 H 1.583 0.580 -1.495
15 H 2.183 1.123 1.328
16 H 0.633 -0.989 1.947

Output
energy relative to the best compared isomer or geometry (same formula, charge and spin) = 181.9 kJ/mol
SMILES = C=C[C@H](F)n1ccnc1
net charge = 0
HOMO-LUMO gap = 9.7019 eV
highest occupied orbital energy = -8.9 eV
2S+1 = 1